Record 1
Computed, not measured: a single C10H15N3O molecule, with the ωB97M-V functional and the def2-TZVPD basis.

XYZ file:
```
29
Properties=species:S:1:pos:R:3:mulliken_charge:R:1
O 2.2256 -3.8073 -0.8109 -0.569
N 0.5927 -1.2738 -0.5525 -0.228
C 2.0125 -2.9875 -1.6360 0.450
C -2.7086 2.0413 1.3939 -1.472
C -1.5084 1.6624 0.8485 0.556
C 0.2801 -0.1757 0.0141 -0.009
N 2.6770 -3.3371 -2.7650 -0.389
N 1.6380 -1.6253 -1.3654 -0.298
C -0.3773 2.6512 0.6401 -0.831
C 1.3538 0.8315 0.2037 -0.385
C 0.9561 2.0419 0.9811 -0.953
C -2.3083 -0.4941 -0.1290 -0.933
C -1.8529 -0.8405 1.2401 -0.756
C -1.1868 0.2152 0.4926 1.599
H -2.8224 3.1416 1.6079 0.268
H -3.5032 1.3495 1.6847 0.250
H 2.6587 -2.8519 -3.6601 0.178
H 3.0243 -4.2651 -2.6861 0.233
H 1.9981 -0.9407 -1.9993 0.232
H -0.3912 2.9887 -0.3599 0.346
H -0.5876 3.4933 1.3141 0.437
H 2.2393 0.3483 0.8257 0.251
H 1.8619 1.0463 -0.7849 0.308
H 0.9277 1.6451 2.0071 0.360
H 1.8087 2.7492 1.0454 0.350
H -2.0861 -1.2593 -0.8987 0.234
H -3.2877 -0.0728 -0.2526 0.295
H -2.4518 -0.5380 2.1646 0.225
H -1.1821 -1.7364 1.4370 0.251
```

Computed properties:
- 2S+1: 1
- Energy: -17127.38761 eV
- Energy above the lowest of the compared OMol25 structures with the same formula, charge and spin: 2.9593 eV
- Net charge: 0
- HOMO-LUMO gap: 8.8454 eV
- LUMO energy: 0.025 Eh

Record 2
Computed, not measured: a single C10H15N3OS molecule, with the ωB97M-V functional and the def2-TZVPD basis.

XYZ file:
```
30
Properties=species:S:1:pos:R:3:mulliken_charge:R:1
C -4.3510 -0.9864 0.1556 -0.455
C -4.7261 0.3308 0.0617 -0.234
C -2.3458 -0.1321 -0.1050 0.642
C -0.9377 0.0533 -0.1984 -0.057
C 1.1013 0.9745 -0.1179 1.787
C 1.2937 -0.5057 0.1409 1.302
C 1.3704 1.4352 -1.5702 -1.842
C 1.8551 2.0242 0.7850 -1.659
C 2.4173 -1.1588 -0.6588 -1.960
C 1.3186 -0.9848 1.5936 -1.842
N -3.0467 -1.2430 -0.0141 -0.597
N -0.3457 1.1892 0.0066 -0.773
N -0.0400 -0.9458 -0.4678 0.014
O -0.3702 -2.3509 -0.4437 -0.478
S -3.3985 1.3291 0.0301 -0.055
H -4.9669 -1.8331 0.0304 0.422
H -5.7303 0.6504 0.3573 0.390
H 0.5831 2.2272 -1.5555 0.573
H 0.8331 0.7530 -2.3209 0.382
H 2.4265 1.7084 -1.7729 0.325
H 1.5785 3.1280 0.5024 0.327
H 2.9638 1.8433 0.7039 0.331
H 1.4664 1.9534 1.8517 0.353
H 2.2366 -2.1938 -0.7065 0.499
H 3.3587 -1.0231 -0.1538 0.355
H 2.4090 -0.7613 -1.5896 0.591
H 1.8031 -1.9486 1.7620 0.402
H 0.3845 -0.8484 1.9959 0.399
H 2.1517 -0.4693 2.1806 0.365
H -1.2926 -2.2149 -0.4824 0.493
```

Computed properties:
- 2S+1: 1
- Energy: -27963.12079 eV
- Energy above the lowest of the compared OMol25 structures with the same formula, charge and spin: 0.3088 eV
- Net charge: 0
- HOMO-LUMO gap: 8.0104 eV
- LUMO energy: -0.005 Eh

Record 3
Computed, not measured: a gas-phase ion, C10H15N3P (charge +1), with the ωB97M-V functional and the def2-TZVPD basis.

XYZ file:
```
29
Properties=species:S:1:pos:R:3:mulliken_charge:R:1
C 4.4280 -1.2190 -0.8051 -0.393
C 4.1032 0.1408 -0.6960 -0.723
C 3.4272 -2.2059 -0.7522 -0.757
C 2.7519 0.4835 -0.3906 -0.136
C 2.1628 -1.8317 -0.5737 -0.257
C 1.8045 -0.4960 -0.3169 0.882
C 0.4428 -0.1385 -0.0736 0.328
C -4.2558 0.7402 -0.3745 -0.916
C -1.1162 1.7646 2.1820 -0.851
C -3.0365 -0.2079 -0.7667 -0.704
N 0.1204 1.0756 0.2603 -0.842
N -0.6382 -1.0790 -0.0045 -0.141
N -1.1014 1.2118 0.8474 0.204
P -2.0552 -0.5000 0.7582 0.038
H 5.3826 -1.5710 -0.9452 0.474
H 4.7803 0.9135 -1.0770 0.365
H 3.6185 -3.2588 -0.7555 0.423
H 2.4011 1.4815 -0.0365 0.391
H 1.4477 -2.6994 -0.7875 0.044
H -4.6764 0.4387 0.6785 0.299
H -3.8264 1.7489 -0.0917 0.236
H -4.9897 0.7674 -1.2494 0.321
H -0.3311 1.1499 2.6998 0.307
H -0.8421 2.8221 2.1174 0.374
H -2.0505 1.7925 2.6629 0.380
H -2.5166 0.0669 -1.6576 0.449
H -3.3724 -1.1437 -1.0629 0.489
H -0.3223 -2.1332 -0.0893 0.289
H -1.7399 1.8862 0.2997 0.427
```

Computed properties:
- 2S+1: 1
- Energy: -24364.02858 eV
- Energy above the lowest of the compared OMol25 structures with the same formula, charge and spin: 0.0000 eV
- Net charge: +1
- HOMO-LUMO gap: 9.3636 eV
- LUMO energy: -0.122 Eh

Record 4
Computed, not measured: 2 unconnected molecules or ions with the total composition C10H15N3S, with the ωB97M-V functional and the def2-TZVPD basis.

XYZ file:
```
29
Properties=species:S:1:pos:R:3:mulliken_charge:R:1
C 0.1807 -1.4273 -0.9380 -0.029
C 2.0018 2.2274 0.8725 -0.867
C 2.2453 1.9557 -0.4846 -0.395
C 1.1748 1.2079 1.3022 -0.109
C -1.4552 -2.2739 1.1624 -1.623
C 0.7783 -1.6700 2.2897 -1.289
C -0.7986 1.0155 -3.3749 -0.834
C -1.8342 1.3292 -0.8737 -0.747
C -0.4555 -1.1095 1.4239 0.240
C 0.0331 -0.6026 0.0963 0.562
N 0.0118 -2.1625 -1.8558 -0.594
N 1.5136 0.9219 -0.9071 -0.965
N 0.9149 0.4410 0.2076 0.919
S -0.8376 2.1316 -1.9682 0.030
H 2.2548 3.0863 1.4095 0.467
H 2.7595 2.6295 -1.1080 0.418
H 0.9909 0.7955 2.3014 0.427
H -0.9699 -3.0473 0.6705 0.488
H -1.9204 -2.5992 2.0664 0.403
H -2.2616 -2.0089 0.3444 0.287
H 1.3355 -2.6316 1.8232 0.279
H 0.3765 -1.9621 3.3540 0.290
H 1.5623 -0.9889 2.3159 0.596
H -1.7532 0.5693 -3.4699 0.299
H -0.0649 0.2424 -3.3909 0.310
H -0.3850 1.6410 -4.2849 0.311
H -2.7316 0.7769 -1.0036 0.446
H -1.6394 1.8077 0.0938 0.298
H -1.0267 -0.2949 1.9263 0.381
```

Computed properties:
- 2S+1: 1
- Energy: -25913.45188 eV
- Energy above the lowest of the compared OMol25 structures with the same formula, charge and spin: 5.6969 eV
- Net charge: 0
- HOMO-LUMO gap (spin up / spin down): 7.9243 / 5.9295 eV
- LUMO energy (spin up / spin down): 0.006 / -0.040 Eh